Record 1
This record from OMol25 describes C7H7NO2S2 in the gas phase at a distorted geometry. The level of theory is ωB97M-V with the def2-TZVPD basis set.

Structure (XYZ):
```
19
Properties=species:S:1:pos:R:3:forces:R:3
C -2.775 0.700 0.095 -0.0967 0.8339 1.5902
N -1.397 0.407 0.250 3.1805 -1.3575 -0.3785
C -0.833 -0.319 -0.692 -2.1141 1.0800 1.4773
C 0.430 -0.965 -0.698 1.0820 -3.0956 -1.2124
C 1.740 -0.784 -0.253 -1.2360 2.3918 0.2286
S 2.946 -2.043 -0.126 -1.4510 0.5849 -0.5311
C 4.066 -0.853 0.202 4.1892 -1.8787 1.5134
C 3.649 0.416 0.315 1.5749 2.1088 0.1655
C 2.337 0.512 -0.009 -3.7370 -0.6858 -0.3573
S 1.338 2.098 0.108 -0.9835 -1.5121 -1.9149
O 0.233 2.168 -0.862 0.6339 -0.6841 0.9183
O 2.293 3.124 -0.132 2.0342 1.5663 0.7155
H -3.109 -0.159 -0.419 -1.8602 -0.8617 -0.2340
H -3.264 0.978 1.116 0.7165 -0.8396 -1.9763
H -2.865 1.533 -0.576 -0.2522 0.7739 -0.2914
H -1.472 -0.609 -1.539 0.1357 -0.1681 0.0259
H 0.416 -1.973 -1.257 -0.5765 1.5266 0.7567
H 5.087 -1.274 0.477 -1.2829 1.0294 -0.5933
H 4.233 1.332 0.486 0.0427 -0.8124 0.0976
```
Positions in Å, forces in eV/Å.

Output
Structure (SMILES): C/N=C/C=C1/SC=CC1=S(=O)=O
Largest force on an atom, eV/A: 4.83
E_LUMO (alpha / beta), eV: -1.56 / -2.13
Energy above the lowest of the compared OMol25 structures with the same formula, charge and spin, eV: 4.2223

Record 2
This record from OMol25 describes a molecular structure, C7H7NO2Se at a distorted geometry. The level of theory is ωB97M-V with the def2-TZVPD basis set.

Structure (XYZ):
```
18
Properties=species:S:1:pos:R:3:forces:R:3
C 0.479 -0.918 1.966 0.0233 0.0161 0.0280
C 1.402 -0.189 1.233 0.0764 0.0377 0.0667
C -0.643 -1.439 1.346 0.0941 -0.0143 0.0372
C 1.197 0.040 -0.117 -0.0161 0.0830 -0.1532
C -0.847 -1.233 -0.008 -0.2334 -0.1006 -0.2362
C 0.060 -0.472 -0.728 0.0799 0.1096 -0.1562
C -0.529 1.582 -2.641 -0.1681 -1.1653 0.3075
N -2.973 0.364 -2.177 1.4244 2.2072 -0.1614
O -2.589 -0.793 -2.360 -0.8497 -0.6733 0.0967
O -4.104 0.716 -1.950 -0.5081 -1.0518 -0.0074
Se -0.197 -0.161 -2.621 0.2601 0.4757 0.1015
H 0.641 -1.084 3.021 0.0117 -0.0103 0.0814
H 2.287 0.202 1.713 0.0578 0.0468 0.0236
H -1.363 -2.008 1.914 -0.0506 -0.0582 0.0110
H 1.914 0.608 -0.693 0.0563 0.0456 0.0013
H -1.711 -1.649 -0.500 -0.0799 0.0290 -0.0040
H -0.622 2.072 -3.591 -0.0497 0.0232 -0.2613
H -0.540 2.165 -1.739 -0.1285 -0.0003 0.2247
```
Positions in Å, forces in eV/Å.

Output
Largest force on an atom, eV/A: 2.63
E_LUMO (alpha / beta), eV: -1.00 / -0.99
Energy above the lowest of the compared OMol25 structures with the same formula, charge and spin, eV: 0.9879

Record 3
This record from OMol25 describes 2 unconnected molecules or ions with the total composition C7H7NO3 at a distorted geometry. The level of theory is ωB97M-V with the def2-TZVPD basis set.

Structure (XYZ):
```
18
Properties=species:S:1:pos:R:3:forces:R:3
C 0.603 -0.661 2.015 -0.6669 -1.3615 2.6784
C 0.237 0.680 1.827 -1.0111 -0.5034 -2.1171
C 0.318 -1.684 1.106 0.8359 0.5681 1.0641
C -0.230 -1.187 -0.075 -0.5376 0.9926 -0.3180
C -0.316 1.169 0.561 1.4681 -1.3094 0.0072
C -0.441 0.105 -0.490 -1.8825 0.9775 2.0807
C -1.308 0.376 -1.702 1.3964 -0.1853 0.3184
N 1.426 0.485 -1.134 0.1125 -0.1629 1.1237
O 2.278 0.244 -0.347 0.9870 -0.0328 0.4178
O -0.430 2.360 0.299 -0.5360 0.5026 0.1954
O 1.449 0.894 -2.223 0.7221 0.8487 -2.5508
H 0.776 -0.875 3.113 0.4362 -0.1735 -1.4963
H 0.237 1.394 2.597 0.4517 0.7054 1.0280
H 0.450 -2.810 1.217 -0.1129 1.9228 0.2726
H -0.642 -1.808 -0.757 -0.8831 -2.6741 -1.9844
H -1.802 1.330 -1.724 0.0149 0.5004 0.3957
H -2.052 -0.394 -1.797 -0.1233 -0.4521 -0.3221
H -0.555 0.384 -2.485 -0.6714 -0.1633 -0.7933
```
Positions in Å, forces in eV/Å.

Output
Expectation value of S²: 2.025
Multiplicity: 3
Largest force on an atom, eV/A: 3.45
E_LUMO (alpha / beta), eV: 0.51 / -2.80
Energy above the lowest of the compared OMol25 structures with the same formula, charge and spin, eV: 0.9462

Record 4
This record from OMol25 describes a molecular structure, C7H7NS at a distorted geometry. The level of theory is ωB97M-V with the def2-TZVPD basis set.

Structure (XYZ):
```
16
Properties=species:S:1:pos:R:3:forces:R:3
C 0.841 -1.064 -3.787 -0.2430 -0.6257 -0.2101
C 0.034 0.459 -1.281 0.0776 -2.9789 0.1435
C -0.162 -0.641 -0.466 -0.4184 0.8088 -2.4099
C 0.543 1.418 -0.340 0.2155 0.4655 0.4422
C 1.002 2.645 -0.373 0.0355 -0.3093 -1.7289
C 0.247 0.288 0.636 -1.1127 0.4244 2.4196
C -0.596 -2.100 -0.404 -1.7712 4.0798 -4.5587
N 1.063 -2.171 -3.554 0.4288 -0.6718 0.3268
S 0.337 0.447 -4.177 -0.4354 1.1603 2.0697
H 1.307 3.346 0.352 0.2001 0.0711 1.1767
H 1.143 2.964 -1.394 -0.1059 0.4876 -0.2200
H -0.572 0.540 1.380 0.6337 -0.2129 -1.0261
H 1.065 -0.128 1.232 0.4262 0.3088 -0.4307
H -0.817 -2.327 0.533 -0.3770 -1.3937 4.2451
H 0.113 -2.656 -0.931 0.9055 -1.3168 -0.6173
H -1.613 -2.109 -0.940 1.5406 -0.2973 0.3780
```
Positions in Å, forces in eV/Å.

Output
Largest force on an atom, eV/A: 6.37
E_LUMO (alpha / beta), eV: -2.12 / -2.10
Energy above the lowest of the compared OMol25 structures with the same formula, charge and spin, eV: 5.0001

Question: Which of these has the highest largest force on an atom?
Answer: C7H7NS

Question: The highest largest force on an atom belongs to which entry?
Answer: C7H7NS

Question: What is the formula in the second record?
Answer: C7H7NO2Se